The following is a quantum chemistry calculation of C7H14Cl2ORh as an isolated structure, from OMol25.

Last column: Mulliken charge in e.
Positions of all 25 atoms, in Å:
Rh  0.66  -0.13  1.35  0.11
Cl  -0.04  -2.34  0.81  -0.59
Cl  1.02  1.72  2.74  -0.58
C  2.49  -0.25  1.39  -1.11
H  3.02  0.75  1.31  0.40
H  2.83  -0.97  0.61  0.39
C  -0.55  1.30  0.02  -0.50
C  0.60  0.77  -0.40  -0.15
H  -0.38  2.22  0.56  0.40
C  0.72  -0.39  -1.48  -0.73
H  1.61  1.21  -0.18  0.81
C  -0.57  -0.44  -2.27  -0.68
H  1.59  -0.08  -2.08  0.32
H  0.98  -1.41  -1.08  0.28
C  -1.82  -0.29  -1.41  -0.66
H  -0.51  0.37  -3.00  0.31
H  -0.62  -1.37  -2.85  0.33
C  -1.84  0.97  -0.58  -0.69
H  -2.69  -0.32  -2.04  0.35
H  -1.86  -1.14  -0.73  0.21
H  -2.11  1.83  -1.17  0.33
H  -2.59  0.93  0.20  0.31
O  -0.29  -0.84  3.29  -0.62
H  0.31  -0.33  3.85  0.36
H  0.04  -1.78  3.15  0.39

**Electronic energy**: -37583.699 eV
**LUMO (spin up / spin down)**: 0.1298 / 0.1109 Eh
**Largest force on an atom**: 6.07 eV/Å
**2S+1**: 5
**Total charge**: -1
**E_HOMO (spin up / spin down)**: -2.02 / -4.71 eV

=====

The following is a quantum chemistry calculation of an isolated ion of composition C7H14ClN2O and charge -1, from OMol25.

Last column: Mulliken charge in e.
Positions of all 25 atoms, in Å:
C  1.30  -0.19  1.27  -1.16
N  1.32  0.47  -0.02  0.54
C  2.62  0.41  -0.67  -1.07
C  0.76  1.78  0.04  0.25
O  1.48  2.77  0.02  -0.67
C  -0.79  1.91  0.04  -0.68
N  -1.56  0.85  -0.50  -0.68
C  -2.00  -0.10  0.46  -0.70
C  -1.59  -1.57  0.13  -0.77
C  -1.04  -1.77  -1.26  -0.34
Cl  -2.34  -1.82  -2.51  -0.28
H  1.91  0.34  2.02  0.39
H  0.28  -0.25  1.65  0.26
H  1.66  -1.21  1.15  0.36
H  2.64  -0.45  -1.35  0.25
H  3.44  0.34  0.05  0.34
H  2.77  1.30  -1.27  0.38
H  -1.08  2.20  1.07  0.29
H  -0.92  2.81  -0.57  0.35
H  -1.62  0.12  1.48  0.29
H  -3.10  -0.09  0.57  0.43
H  -0.82  -1.90  0.83  0.12
H  -2.44  -2.25  0.26  0.55
H  -0.53  -2.73  -1.34  0.40
H  -0.37  -0.96  -1.54  0.14

**Electronic energy**: -25035.176 eV
**LUMO**: 0.1312 Eh
**Largest force on an atom**: 0.66 eV/Å
**Total charge**: -1
**E_HOMO**: -1.84 eV

=====

The following is a quantum chemistry calculation of one molecule with the formula C7H14ClNP2, from OMol25.

Last column: Mulliken charge in e.
Positions of all 25 atoms, in Å:
C  -1.80  -0.53  0.23  -0.04
C  0.07  -2.66  0.04  -1.50
C  0.97  -1.20  1.89  -1.34
C  -0.94  2.38  -0.08  -1.52
C  -0.21  1.08  -2.07  -1.01
C  0.47  -1.18  0.39  -0.01
C  -0.09  1.09  -0.56  -0.13
N  -0.61  -0.16  0.05  0.42
P  -3.75  1.33  1.40  -0.06
P  -3.32  0.30  -0.30  0.09
Cl  -4.61  -1.28  -0.52  -0.27
H  -0.29  -2.83  -1.01  0.32
H  0.99  -3.26  0.12  0.44
H  -0.67  -2.91  0.71  0.45
H  0.23  -1.52  2.50  0.38
H  1.32  -0.27  2.11  0.44
H  1.77  -1.97  1.75  0.37
H  -1.19  2.40  0.96  0.51
H  -0.54  3.38  -0.24  0.39
H  -1.93  2.44  -0.52  0.32
H  0.28  1.96  -2.41  0.41
H  -1.28  1.11  -2.36  0.26
H  0.37  0.21  -2.44  0.33
H  1.31  -0.95  -0.31  0.35
H  0.92  1.22  -0.19  0.42

**Electronic energy**: -40071.857 eV
**LUMO (spin up / spin down)**: -0.0535 / -0.0451 Eh
**Largest force on an atom**: 5.53 eV/Å
**E_HOMO (spin up / spin down)**: -7.62 / -7.43 eV

=====

The following is a quantum chemistry calculation of a 2-piece molecular cluster, C7H14F3O3 overall, from OMol25.

Last column: Mulliken charge in e.
Positions of all 27 atoms, in Å:
C  1.67  3.39  -1.01  0.60
F  1.12  4.41  -0.37  -0.20
F  1.25  3.34  -2.25  -0.20
F  2.99  3.50  -0.98  -0.21
C  3.07  -0.50  1.18  -0.72
O  1.68  -0.30  1.22  -0.39
C  1.20  0.93  0.44  -0.60
C  -0.31  0.98  0.53  -0.49
O  -0.87  -0.10  -0.17  -0.19
C  -2.28  -0.14  -0.10  -0.50
C  -2.81  -1.36  -0.83  -0.57
O  -2.67  -2.57  -0.13  -0.38
C  -1.40  -3.17  -0.20  -0.52
H  3.30  -1.32  1.86  0.25
H  3.40  -0.77  0.16  0.28
H  3.61  0.40  1.51  0.28
H  1.49  0.69  -0.60  0.36
H  1.59  1.76  1.05  0.49
H  -0.61  0.95  1.59  0.34
H  -0.68  1.94  0.13  0.28
H  -2.71  0.77  -0.56  0.38
H  -2.61  -0.17  0.96  0.32
H  -3.89  -1.21  -0.98  0.34
H  -2.34  -1.43  -1.82  0.34
H  -1.49  -4.17  0.23  0.23
H  -1.06  -3.25  -1.24  0.27
H  -0.65  -2.60  0.37  0.19

**Electronic energy**: -21777.062 eV
**LUMO (spin up / spin down)**: 0.0301 / -0.0336 Eh
**Largest force on an atom**: 3.40 eV/Å
**2S+1**: 2
**E_HOMO (spin up / spin down)**: -9.59 / -9.59 eV

=====

The following is a quantum chemistry calculation of C7H14FeOP as an isolated structure, from OMol25.

Last column: Mulliken charge in e.
Positions of all 24 atoms, in Å:
C  -0.72  0.06  -2.66  -0.59
C  -1.49  1.22  -2.30  -0.37
C  -0.61  2.21  -1.79  -0.56
C  0.73  1.78  -1.95  -0.50
C  0.73  0.46  -2.54  -0.68
Fe  0.26  -0.63  -0.67  0.07
P  -0.31  -2.76  -0.40  -0.15
H  -1.07  -0.85  -3.16  0.58
H  -2.56  1.37  -2.50  0.43
H  -0.91  3.23  -1.49  0.41
H  1.58  -0.12  -2.91  0.54
H  1.62  2.40  -1.82  0.41
H  0.78  -3.57  -0.88  0.09
H  -1.47  -3.30  -1.05  0.04
H  -0.45  -3.15  0.98  0.08
C  0.62  0.48  3.63  -1.40
C  0.27  -0.37  2.41  -0.09
O  0.24  0.32  1.16  -0.10
H  1.60  0.93  3.55  0.39
H  0.63  -0.19  4.50  0.36
H  -0.13  1.25  3.83  0.38
H  1.00  -1.18  2.27  0.21
H  -0.71  -0.84  2.52  0.25
H  0.36  1.28  1.28  0.19

**Electronic energy**: -53204.162 eV
**LUMO (spin up / spin down)**: 0.0226 / 0.0048 Eh
**Largest force on an atom**: 2.19 eV/Å
**2S+1**: 6
**E_HOMO (spin up / spin down)**: -3.74 / -7.88 eV

=====

The following is a quantum chemistry calculation of C7H14FePS as an isolated structure, from OMol25.

Last column: Mulliken charge in e.
Positions of all 24 atoms, in Å:
C  -0.29  0.07  -2.34  -0.15
C  -0.97  1.31  -2.61  -0.66
C  -0.10  2.34  -2.12  -0.34
C  1.23  1.80  -2.11  -0.47
C  1.10  0.38  -2.07  -0.30
Fe  0.60  -1.37  1.17  -0.34
P  0.45  -3.32  0.04  -0.11
H  -0.75  -0.93  -2.34  0.34
H  -1.99  1.39  -2.98  0.38
H  -0.36  3.40  -1.99  0.41
H  1.92  -0.30  -1.84  0.41
H  2.15  2.36  -1.98  0.39
H  1.48  -3.65  -0.87  0.08
H  -0.62  -3.31  -0.92  0.03
H  0.24  -4.61  0.63  0.10
C  -0.71  1.66  1.73  -0.32
S  0.66  0.57  2.14  -0.10
C  -0.20  -0.68  3.16  -0.83
H  -0.75  1.65  0.63  -0.05
H  -0.49  2.68  2.10  0.25
H  -1.61  1.24  2.20  0.26
H  0.11  -0.33  4.16  0.36
H  -1.29  -0.63  3.12  0.40
H  0.16  -1.73  3.09  0.27

**Electronic energy**: -61989.437 eV
**LUMO (spin up / spin down)**: 0.0250 / -0.0646 Eh
**Largest force on an atom**: 3.56 eV/Å
**2S+1**: 6
**E_HOMO (spin up / spin down)**: -3.69 / -7.54 eV

=====

The following is a quantum chemistry calculation of an isolated ion of composition C7H14N and charge +1, from OMol25.

Last column: Mulliken charge in e.
Positions of all 22 atoms, in Å:
C  -1.64  0.43  0.77  -0.79
C  -0.30  1.00  1.14  -0.61
C  0.79  0.23  0.39  0.28
C  1.92  -0.18  0.95  -0.92
C  0.63  1.19  -1.91  -0.96
C  0.57  0.16  -1.06  0.87
C  0.45  -1.23  -1.62  -1.52
N  -1.74  -1.09  1.11  -0.28
H  -1.80  0.50  -0.30  0.38
H  -2.54  0.90  1.15  0.45
H  -0.19  0.90  2.24  0.38
H  -0.29  2.06  0.83  0.35
H  2.14  -0.24  2.02  0.30
H  2.79  -0.42  0.35  0.31
H  0.85  2.23  -1.74  0.31
H  0.52  0.95  -2.97  0.29
H  -0.61  -1.52  -1.86  0.27
H  0.84  -2.06  -1.04  0.40
H  0.87  -1.38  -2.63  0.45
H  -2.04  -1.28  2.07  0.38
H  -0.77  -1.31  1.44  0.32
H  -1.95  -1.62  0.27  0.33

**Electronic energy**: -8967.562 eV
**LUMO**: -0.1299 Eh
**SMILES**: C=C(C)C(=C)CC[NH3+]
**Largest force on an atom**: 3.98 eV/Å
**Total charge**: +1
**E_HOMO**: -12.92 eV

=====

The following is a quantum chemistry calculation of C7H14N2 as an isolated structure, from OMol25.

Last column: Mulliken charge in e.
Positions of all 23 atoms, in Å:
C  -0.81  -0.77  -0.81  -0.50
C  -0.01  -0.26  0.38  1.29
C  -0.80  0.72  1.23  -1.16
C  -0.34  1.96  0.21  -0.63
C  1.32  0.35  -0.02  -0.03
C  2.00  -1.05  -0.35  -0.85
C  0.83  -1.39  0.78  -1.18
H  -3.02  -0.63  -1.00  0.24
H  -2.63  -2.09  0.19  0.25
H  -0.11  -1.86  -1.06  0.13
H  -0.96  -0.17  -1.73  0.29
H  -0.19  1.08  2.14  0.29
H  -1.87  0.62  1.13  0.58
H  -1.35  2.41  -0.16  0.28
H  0.38  2.69  0.59  0.44
H  1.14  2.09  -1.55  0.27
H  1.92  1.08  0.77  0.26
H  1.53  -1.42  -1.22  0.44
H  2.97  -0.78  -0.01  0.42
H  0.18  -2.44  0.60  0.29
H  0.90  -1.51  2.03  0.23
N  -2.23  -0.85  -0.29  -0.67
N  0.50  1.36  -1.04  -0.67

**Electronic energy**: -10456.994 eV
**LUMO**: 0.0299 Eh
**Largest force on an atom**: 7.60 eV/Å
**E_HOMO**: -8.60 eV

=====

The following is a quantum chemistry calculation of one molecule with the formula C7H14N2, from OMol25.

Last column: Mulliken charge in e.
Positions of all 23 atoms, in Å:
C  1.02  1.21  -1.70  -1.01
C  0.84  -0.71  1.48  -1.61
C  0.71  -1.50  -0.89  -1.69
C  0.31  -0.39  0.08  1.14
N  0.68  0.96  -0.30  0.07
H  0.23  0.88  -2.39  0.34
H  1.94  0.68  -1.97  0.29
H  1.17  2.28  -1.88  0.42
H  1.92  -0.91  1.43  0.41
H  0.37  -1.60  1.91  0.36
H  0.72  0.13  2.18  0.38
H  0.31  -2.46  -0.55  0.39
H  1.80  -1.60  -0.94  0.42
H  0.35  -1.33  -1.90  0.39
C  -0.17  1.92  0.32  -0.07
C  -1.39  -0.24  0.11  -0.17
C  -2.22  -1.12  0.67  -0.78
N  -0.35  2.17  1.58  -0.71
H  -1.00  1.51  2.00  0.32
H  -0.29  2.77  -0.36  0.41
H  -1.84  0.39  -0.66  0.20
H  -1.86  -1.84  1.41  0.23
H  -3.26  -1.21  0.38  0.28

**Electronic energy**: -10462.935 eV
**LUMO**: 0.0302 Eh
**SMILES**: [H]/N=C\N(C)C(C)(C)C=C
**Largest force on an atom**: 4.34 eV/Å
**E_HOMO**: -8.16 eV

=====

The following is a quantum chemistry calculation of a 2-piece molecular cluster, C7H14N2 overall, from OMol25.

Last column: Mulliken charge in e.
Positions of all 23 atoms, in Å:
C  0.13  -2.05  -0.88  -1.01
C  -0.67  -1.42  1.39  -0.98
N  0.38  -1.33  0.38  0.18
C  1.64  -1.28  0.85  0.43
N  2.77  -1.39  1.04  -0.59
H  -0.33  -3.02  -0.67  0.38
H  -1.48  -2.10  1.13  0.37
H  -0.57  -1.46  -1.47  0.30
H  1.04  -2.13  -1.47  0.34
H  -1.16  -0.46  1.56  0.21
H  -0.25  -1.77  2.33  0.39
C  -0.32  1.91  1.04  -1.57
C  -1.07  1.30  -1.40  -1.54
C  0.05  1.13  -0.39  1.32
C  1.32  1.20  -0.81  -1.11
H  -1.19  2.35  -1.65  0.34
H  0.12  1.55  1.97  0.35
H  -1.40  1.87  1.14  0.42
H  -0.07  2.97  0.95  0.43
H  -0.85  0.76  -2.32  0.42
H  -2.01  0.94  -0.99  0.35
H  1.91  0.53  -1.40  0.31
H  2.00  1.89  -0.33  0.25

**Electronic energy**: -10462.656 eV
**LUMO**: 0.0244 Eh
**SMILES**: CN(C)C#N.C=C(C)C
**Largest force on an atom**: 4.46 eV/Å
**E_HOMO**: -8.15 eV

=====

The following is a quantum chemistry calculation of C7H14N2 as an isolated structure, from OMol25.

Last column: Mulliken charge in e.
Positions of all 23 atoms, in Å:
C  1.17  0.42  0.09  0.99
C  -0.78  -1.65  0.68  -0.69
C  1.82  -0.12  1.32  -1.60
C  2.12  0.82  -1.00  -1.70
C  -2.64  0.03  0.13  -1.39
N  -0.38  -1.70  -0.72  -0.57
C  -0.18  0.73  -0.01  0.36
C  -1.18  -0.27  0.24  0.67
N  -0.58  1.86  -0.76  -0.58
H  -0.84  -2.51  -1.14  0.21
H  -1.09  1.63  -1.61  0.21
H  0.17  2.51  -0.96  0.28
H  -0.01  -1.81  1.44  0.12
H  -1.65  -2.27  0.93  0.38
H  2.50  0.65  1.72  0.38
H  2.43  -1.00  1.10  0.35
H  1.11  -0.35  2.11  0.39
H  2.91  0.08  -1.10  0.43
H  2.60  1.79  -0.79  0.33
H  1.61  0.89  -1.97  0.39
H  -2.86  1.01  -0.30  0.37
H  -3.15  -0.72  -0.49  0.37
H  -3.11  0.00  1.12  0.28

**Electronic energy**: -10462.867 eV
**LUMO**: 0.0258 Eh
**Largest force on an atom**: 1.99 eV/Å
**E_HOMO**: -7.30 eV